An isolated ion of composition C3H7NO and charge -1 in a non-equilibrium geometry. Source: OMol25; level of theory: ωB97M-V/def2-TZVPD.

Structure (ORCA input):
```
! wB97M-V def2-TZVPD RIJCOSX def2/J DEFGRID3
* xyz -1 2
C -0.075 -1.242 0.945
N 0.059 -0.056 0.287
C 1.130 -0.073 -0.816
C -0.916 1.112 0.115
O 0.736 -2.215 1.081
H -1.071 -1.324 1.187
H 0.646 0.464 -1.674
H 2.043 0.226 -0.504
H 1.306 -1.127 -0.964
H -0.521 2.115 -0.133
H -1.797 0.883 -0.608
H -1.541 1.237 1.086
*
```

Summary:
strongest force on any atom: 4.4 eV/Å
HOMO-LUMO gap (alpha / beta): 3.1 / 9.9 eV
energy above the lowest of the compared OMol25 structures with the same formula, charge and spin: 31.4 kcal/mol
HOMO level (alpha / beta): 1.09 / -5.76 eV

Computed Löwdin charges, given in elementary charges: C -0.405; N -0.156; C -0.139; C -0.428; O -0.074; H 0.070; H 0.058; H 0.016; H 0.053; H -0.013; H 0.001; H 0.018